The following is a DFT calculation (the ωB97M-V functional and the def2-TZVPD basis) of C19H21F4HgN5O2 as an isolated structure at a distorted geometry.

Geometry as ORCA input:
```
! wB97M-V def2-TZVPD RIJCOSX def2/J DEFGRID3
* xyz -1 2
Hg -0.8432 1.1688 -0.3050
C 0.0964 -0.8696 3.6474
C 0.0112 -0.3163 2.2259
N -1.2302 0.3957 1.8914
C -1.5456 1.4954 2.8023
C -0.5146 2.6111 2.7682
C -2.3900 -0.4865 1.7384
C -2.2700 -1.4886 0.6123
N -1.8966 -0.8161 -0.6198
C -2.0378 -1.4503 -1.8022
C -1.7041 -0.7970 -3.0212
F -1.2479 0.4676 -2.9764
C -1.8143 -1.3659 -4.2598
F -1.4628 -0.6295 -5.3253
C -2.2739 -2.6547 -4.4444
C -2.5993 -3.3263 -3.2899
F -3.0389 -4.5933 -3.3703
C -2.4903 -2.7752 -2.0319
F -2.8130 -3.5929 -1.0023
H 0.9725 -1.5182 3.7200
H -0.7806 -1.4642 3.9175
H 0.2118 -0.0754 4.3900
H 0.1249 -1.1242 1.5058
H 0.8499 0.3562 2.0438
H -1.6673 1.1242 3.8297
H -2.5102 1.8948 2.4946
H 0.4839 2.2655 3.0591
H -0.8103 3.4041 3.4615
H -0.4621 3.0429 1.7662
H -3.2463 0.1578 1.5303
H -2.6155 -1.0386 2.6626
H -3.2513 -1.9532 0.5462
H -1.5675 -2.2854 0.8795
H -2.3639 -3.1058 -5.4244
O -3.9351 4.3185 0.2736
C -2.9603 3.6181 0.1293
N -1.9884 2.9418 -0.0021
N 6.0614 -0.4155 -1.8223
C 5.5510 0.3485 -0.7656
O 6.3243 0.7616 0.1025
C 4.1285 0.5787 -0.7561
C 3.1958 -0.0145 -1.6662
C 1.8649 0.2524 -1.5667
N 1.3310 1.0860 -0.6244
C 2.2184 1.6771 0.2429
C 3.5579 1.4554 0.2135
H 7.0649 -0.3537 -1.8646
H 5.6084 -0.3114 -2.7149
H 3.5190 -0.7094 -2.4320
H 1.1567 -0.2087 -2.2457
H 1.7891 2.3653 0.9583
H 4.2091 1.9528 0.9206
*
```

The HOMO-LUMO gap (spin up / spin down) is 5.4 / 7.6 eV. The calculation puts the LUMO energy (spin up / spin down) at 0.0992 / 0.0987 Eh. The calculation puts the HOMO energy (spin up / spin down) at -2.721 / -4.927 eV.

Mulliken atomic charge list, values in e, 8 entries: atom 1 (Hg): 2.146, atom 2 (C): -1.541, atom 3 (C): -0.576, atom 4 (N): 0.659, atom 5 (C): -0.748, atom 6 (C): -1.273, atom 7 (C): -1.197, atom 8 (C): -0.785